C31H55CrI2N4OS2SbSi3 as an isolated structure in a non-equilibrium geometry. Source: the OMol25 dataset; level of theory: wB97M-V/def2-TZVPD.

Output
Spin multiplicity   2
E   -137490.8487 eV
Highest occupied orbital energy (alpha / beta)   -0.5682 / -0.5706 hartree
⟨S²⟩   0.7722
Total charge   +3

Element x y z (Å)
Cr  -0.07  -0.15  0.12
N  1.87  0.18  3.76
C  0.66  0.26  4.43
C  0.37  0.42  5.78
C  -0.96  0.48  6.12
C  -1.97  0.39  5.15
C  -1.67  0.24  3.81
C  -0.33  0.16  3.44
N  0.29  0.00  2.20
C  1.60  0.03  2.45
C  2.54  -0.05  1.37
C  3.90  0.00  1.35
S  4.48  -0.07  -0.25
C  2.88  -0.17  -0.82
N  1.96  -0.16  0.12
H  2.78  0.21  4.18
H  1.15  0.51  6.52
H  -1.24  0.61  7.16
H  -3.00  0.44  5.46
H  -2.47  0.21  3.09
H  4.58  0.07  2.18
H  2.65  -0.23  -1.87
N  0.29  2.27  0.30
C  0.34  3.21  -0.80
C  1.51  3.37  -1.52
C  1.57  4.31  -2.54
C  0.46  5.08  -2.85
C  -0.71  4.91  -2.13
C  -0.77  3.98  -1.10
H  -0.49  2.52  0.90
H  1.13  2.40  0.85
H  2.39  2.78  -1.27
H  2.50  4.44  -3.09
H  0.51  5.81  -3.65
H  -1.58  5.52  -2.35
H  -1.68  3.88  -0.51
I  -0.34  -0.43  -2.51
I  -0.55  1.48  -4.42
C  -6.37  -2.21  1.39
C  -5.47  -1.00  1.62
C  -4.48  -0.83  0.47
S  -3.43  0.62  0.75
O  -2.08  0.24  0.12
C  -4.19  1.81  -0.42
C  -3.64  1.73  -1.84
C  -4.30  0.68  -2.74
H  -7.09  -2.31  2.20
H  -5.78  -3.13  1.35
H  -6.93  -2.12  0.46
H  -4.93  -1.11  2.56
H  -6.10  -0.10  1.71
H  -5.00  -0.72  -0.48
H  -3.80  -1.68  0.42
H  -4.00  2.79  0.01
H  -5.26  1.62  -0.38
H  -2.56  1.54  -1.78
H  -3.76  2.71  -2.29
H  -4.01  -0.33  -2.46
H  -3.99  0.84  -3.77
H  -5.38  0.78  -2.71
C  -2.25  -2.94  2.67
Si  -0.60  -3.74  2.19
C  0.83  -3.36  3.36
C  -0.68  -5.58  1.88
Sb  -0.16  -2.72  -0.20
Si  2.21  -3.94  -0.88
C  2.81  -3.27  -2.54
C  3.30  -3.48  0.60
C  2.05  -5.81  -1.03
Si  -1.69  -4.47  -2.03
C  -1.50  -6.24  -1.47
C  -0.83  -3.98  -3.62
C  -3.32  -3.61  -1.64
H  -2.49  -3.09  3.72
H  -3.06  -3.36  2.07
H  -2.19  -1.87  2.48
H  0.47  -3.28  4.39
H  1.35  -2.44  3.10
H  1.55  -4.17  3.32
H  -0.63  -6.13  2.82
H  0.16  -5.89  1.26
H  -1.60  -5.88  1.37
H  2.56  -2.22  -2.70
H  2.38  -3.84  -3.37
H  3.89  -3.37  -2.62
H  2.82  -2.72  1.22
H  4.27  -3.11  0.27
H  3.48  -4.35  1.22
H  1.49  -6.11  -1.92
H  1.62  -6.28  -0.16
H  3.06  -6.21  -1.14
H  -0.55  -6.43  -0.98
H  -1.55  -6.90  -2.34
H  -2.30  -6.54  -0.79
H  0.24  -3.87  -3.45
H  -1.21  -3.03  -3.99
H  -0.97  -4.72  -4.41
H  -3.61  -3.80  -0.61
H  -4.13  -3.95  -2.29
H  -3.19  -2.53  -1.78

***

A 12-piece molecular cluster, C17H58N4O12 overall in a non-equilibrium geometry. Source: the OMol25 dataset; level of theory: wB97M-V/def2-TZVPD.

Output
Spin multiplicity   1
SMILES   NC(N)=O.NC(N)=O.CCO.CCO.CCO.CCO.CCO.CO.CO.CO.CO.CO
Relative energy (zero: lowest compared OMol25 entry of this formula, charge and spin)   7.450 eV
E   -49094.2276 eV
Highest occupied orbital energy   -0.2999 hartree

Element x y z (Å)
C  20.78  10.31  2.84
C  22.30  10.60  2.89
O  22.95  9.70  3.68
H  20.61  9.24  2.48
H  20.29  10.97  2.23
H  20.36  10.31  3.81
H  22.40  11.63  3.19
H  22.83  10.53  1.96
H  22.75  8.80  3.40
C  20.11  15.81  -4.39
C  20.85  14.48  -4.13
O  19.90  13.45  -3.94
H  19.20  15.72  -3.80
H  19.89  15.81  -5.49
H  20.64  16.74  -4.08
H  21.47  14.61  -3.21
H  21.60  14.18  -4.89
H  20.35  12.70  -3.55
C  19.62  8.03  -6.79
C  21.15  7.98  -7.24
O  21.12  7.22  -8.39
H  19.52  8.54  -5.86
H  19.26  7.04  -6.63
H  19.10  8.60  -7.51
H  21.88  7.56  -6.61
H  21.42  9.04  -7.47
H  21.86  6.63  -8.38
C  24.56  8.52  0.21
C  23.49  9.29  -0.46
O  22.23  8.66  -0.32
H  25.46  9.09  0.14
H  24.77  7.53  -0.25
H  24.30  8.25  1.26
H  23.70  9.36  -1.48
H  23.48  10.34  -0.12
H  21.65  9.21  -0.82
C  24.08  7.53  -4.55
C  23.82  5.99  -4.75
O  23.82  5.46  -3.44
H  24.85  7.78  -3.78
H  23.14  8.05  -4.35
H  24.46  7.84  -5.48
H  24.76  5.63  -5.18
H  23.01  5.75  -5.42
H  23.79  4.49  -3.46
C  21.00  10.51  -2.65
O  20.68  9.62  -3.70
N  21.75  11.55  -2.84
N  20.57  10.49  -1.41
H  22.18  11.71  -3.79
H  22.00  12.20  -2.11
H  19.91  9.70  -1.21
H  20.67  11.15  -0.60
C  18.42  7.88  -0.40
O  17.05  7.75  -0.01
N  19.45  7.59  0.39
N  18.78  8.45  -1.52
H  19.20  7.16  1.29
H  20.44  7.68  0.14
H  18.08  8.77  -2.18
H  19.59  7.92  -2.03
C  20.69  6.50  -3.71
O  20.90  7.20  -2.50
H  21.40  6.96  -4.44
H  19.65  6.59  -3.98
H  20.86  5.45  -3.70
H  21.62  6.73  -1.94
C  17.34  10.75  -3.91
O  16.77  9.59  -3.37
H  16.65  11.19  -4.69
H  18.27  10.52  -4.43
H  17.63  11.50  -3.16
H  16.60  9.06  -4.14
C  22.98  10.62  -5.69
O  22.43  11.96  -5.56
H  23.87  10.49  -5.01
H  23.38  10.52  -6.73
H  22.20  9.88  -5.52
H  21.74  12.18  -6.21
C  18.02  11.24  0.34
O  16.66  11.02  0.77
H  18.30  12.08  0.87
H  18.07  11.36  -0.75
H  18.74  10.46  0.62
H  16.25  11.88  0.87
C  21.03  13.49  1.39
O  20.87  12.85  0.11
H  20.28  13.19  2.10
H  20.80  14.52  1.24
H  22.04  13.35  1.71
H  20.14  13.32  -0.31

***

A 17-piece molecular cluster, H34O17 overall in a non-equilibrium geometry. Source: the OMol25 dataset; level of theory: wB97M-V/def2-TZVPD.

Output
Spin multiplicity   2
Relative energy (zero: lowest compared OMol25 entry of this formula, charge and spin)   2.189 eV
E   -35346.7316 eV
Highest occupied orbital energy (alpha / beta)   -0.5126 / -0.4729 hartree
⟨S²⟩   0.7566
Total charge   +1

Element x y z (Å)
O  0.53  -2.24  2.92
H  0.57  -1.79  3.78
H  1.15  -3.00  3.04
O  -4.89  -0.63  -2.73
H  -3.85  -0.97  -2.79
H  -4.86  0.12  -2.12
O  0.55  5.16  0.01
H  -0.37  5.41  0.17
H  0.90  5.08  0.95
O  -4.83  2.11  -0.28
H  -4.82  1.33  -0.91
H  -4.10  2.12  0.39
O  4.30  -1.87  -1.33
H  3.94  -2.45  -0.65
H  5.04  -2.39  -1.79
O  2.68  -3.22  -0.09
H  2.44  -2.95  -1.00
H  2.19  -2.49  0.25
O  1.66  -0.77  1.54
H  1.84  -0.68  2.48
H  2.09  0.02  1.13
O  1.84  0.19  4.74
H  2.79  0.41  4.70
H  1.40  0.92  4.31
O  1.08  2.16  2.29
H  0.92  3.09  2.39
H  0.63  1.92  1.48
O  2.75  3.32  0.83
H  2.22  3.13  0.07
H  3.58  3.71  0.49
O  -1.29  -3.58  0.07
H  -1.83  -4.13  -0.54
H  -1.84  -2.77  0.04
O  -1.52  -0.21  -2.68
H  -1.24  0.34  -3.38
H  -1.10  0.19  -1.88
O  -4.40  -3.54  -0.27
H  -4.90  -2.89  0.14
H  -4.45  -3.59  -1.20
O  -1.05  -0.41  1.62
H  -0.13  -0.74  1.44
H  -1.23  -1.20  2.12
O  2.27  0.13  -2.73
H  2.52  -0.78  -3.09
H  1.64  0.33  -3.39
O  4.31  0.68  -0.39
H  4.37  -0.14  -0.87
H  3.79  1.43  -0.67
O  -4.20  2.00  -2.62
H  -4.61  2.85  -2.72
H  -4.46  1.30  -3.24

***

A 2-piece molecular cluster, C24H28BN2 overall in a non-equilibrium geometry. Source: the OMol25 dataset; level of theory: wB97M-V/def2-TZVPD.

Output
Spin multiplicity   1
Relative energy (zero: lowest compared OMol25 entry of this formula, charge and spin)   1.189 eV
E   -28991.9978 eV
Highest occupied orbital energy   -0.3324 hartree
Total charge   +1

Element x y z (Å)
C  -3.40  -4.33  -3.49
C  -2.02  -3.91  -3.84
N  -1.26  -3.36  -2.87
B  -1.71  -3.50  -1.44
H  -0.61  0.27  1.10
C  -0.13  -2.66  -3.15
C  0.33  -1.79  -1.96
C  0.45  -2.79  -4.42
C  -0.22  -3.52  -5.42
C  -1.48  -4.03  -5.11
H  -3.83  -4.93  -4.30
H  -3.43  -4.92  -2.57
H  -4.06  -3.46  -3.34
H  -2.39  -2.58  -1.13
H  -1.21  -4.39  -0.83
H  1.40  -1.53  -2.03
H  -0.23  -0.83  -1.88
H  0.16  -2.27  -0.97
H  1.42  -2.34  -4.63
H  0.20  -3.70  -6.42
H  -2.10  -4.57  -5.81
C  -3.24  0.93  1.37
C  -2.29  1.89  1.98
N  -2.71  3.14  2.33
C  -1.65  3.85  2.91
C  -0.55  2.96  3.00
C  0.70  3.49  3.29
C  0.88  4.88  3.17
C  -0.21  5.74  2.94
C  -1.51  5.23  2.80
C  -0.97  1.71  2.40
C  -0.16  0.53  2.03
C  1.32  0.59  1.70
C  1.88  1.46  0.75
C  3.22  1.27  0.36
C  3.98  0.26  0.93
C  5.45  0.16  0.65
C  3.41  -0.62  1.84
C  2.10  -0.42  2.27
H  -2.79  0.13  0.78
H  -3.79  0.49  2.21
H  -3.99  1.43  0.73
H  -3.66  3.49  2.19
H  1.50  2.80  3.57
H  1.89  5.30  3.21
H  -0.05  6.83  2.84
H  -2.41  5.81  2.54
H  -0.34  -0.29  2.74
H  1.29  2.25  0.30
H  3.70  1.91  -0.38
H  5.89  -0.68  1.20
H  5.67  0.01  -0.41
H  5.93  1.09  0.97
H  3.99  -1.46  2.22
H  1.65  -1.03  3.05